12
Properties=species:S:1:pos:R:3:forces:R:3 method="wB97M-V/def2-TZVPD" lumo_ha=0.02456 relative_energy_kcal_mol=101.8
C -0.851925 -0.395056 -0.449526 1.059 -1.230 2.295
C 0.555801 -0.121140 0.137320 -1.574 0.120 -0.617
C 1.541264 0.682248 -0.224111 -0.148 -0.659 -0.087
C -1.716341 0.712378 -0.257691 -1.863 2.942 -0.086
O 2.787418 0.588099 0.291362 0.924 -0.947 0.751
O -2.782916 0.510935 0.498790 1.701 -0.825 -0.483
H -0.668425 -0.582823 -1.437690 -0.043 -0.200 -2.881
H -1.283185 -1.352398 -0.044654 0.456 0.254 0.156
H 0.650548 -0.755934 0.954336 0.970 -1.013 1.476
H 1.527556 1.438144 -0.978413 -0.405 0.351 -0.392
H 2.946963 -0.310852 0.677549 -0.418 1.261 -0.376
H -2.706754 -0.413604 0.832730 -0.660 -0.054 0.244


12
Properties=species:S:1:pos:R:3:forces:R:3 method="wB97M-V/def2-TZVPD" lumo_ha="0.00529 / 0.00530" relative_energy_kcal_mol=130.3
O -1.548183 -0.796279 0.265028 0.014 -0.118 0.131
C -0.460406 -0.117897 -0.254242 -0.111 0.194 0.009
C 0.484141 -0.655766 -1.377393 -0.025 -0.051 -0.229
C 0.971166 -0.508286 -0.008208 0.226 -0.032 -0.080
C -0.554825 1.255680 -0.298377 0.171 1.101 -0.119
O -0.532492 2.408705 -0.310346 -0.077 -1.233 -0.024
H -1.173658 -1.296902 1.008875 -0.105 0.023 -0.092
H 0.760543 -0.008174 -2.215680 -0.078 -0.039 0.140
H 0.089901 -1.625428 -1.685954 0.083 0.164 0.046
H 1.675268 0.300694 0.196313 -0.087 -0.089 -0.002
H 0.355014 0.245921 2.201555 -0.072 0.129 0.138
H -0.066468 0.797732 2.478428 0.062 -0.050 0.081